#w
ORCA calculation (ωB97M-V with the def2-TZVPD basis set) on a single C3H4N2 molecule.

Calculated values
- Orbital gap (alpha / beta): 6.40 / 7.06 eV
- ⟨S²⟩: 2.0240

ORCA input file:
```
! wB97M-V def2-TZVPD RIJCOSX def2/J DEFGRID3
* xyz 0 3
C -0.840 -0.319 -1.745
C 0.633 -1.205 0.371
C -0.440 0.919 0.225
N -0.731 0.583 -0.977
N 0.380 -0.048 0.881
H -0.222 -0.228 -2.639
H 1.072 -1.805 1.331
H -0.512 1.851 0.635
H 0.661 0.252 1.917
*
```

Mulliken population analysis, charges in e, atoms 1 to 8: -0.11, -0.56, -0.14, -0.22, -0.05, 0.23, 0.14, 0.44


#x
ORCA calculation (ωB97M-V with the def2-TZVPD basis set) on 2 unconnected molecules or ions with the total composition C3H4N2.

Calculated values
- Orbital gap (alpha / beta): 7.31 / 9.30 eV
- ⟨S²⟩: 2.0056

ORCA input file:
```
! wB97M-V def2-TZVPD RIJCOSX def2/J DEFGRID3
* xyz 0 3
C -0.941 -1.200 2.706
C 0.163 0.578 -1.933
C 0.461 -0.590 -1.005
N -0.778 -0.305 3.353
N 0.730 0.561 -0.540
H 0.886 0.978 -2.614
H -0.883 0.922 -1.977
H -0.841 -2.108 1.998
H 1.202 1.163 0.011
*
```

Mulliken population analysis, charges in e, atoms 1 to 8: 0.09, -0.23, -0.26, -0.32, -0.18, 0.27, 0.20, 0.23


#y
ORCA calculation (ωB97M-V with the def2-TZVPD basis set) on a molecular structure, C3H4N2.

Calculated values
- Orbital gap (alpha / beta): 8.69 / 7.14 eV
- ⟨S²⟩: 2.0068

ORCA input file:
```
! wB97M-V def2-TZVPD RIJCOSX def2/J DEFGRID3
* xyz 0 3
C -0.678 1.161 0.477
C 0.107 0.159 0.280
C 0.235 -1.172 -0.838
N 0.339 1.699 1.451
N 1.077 0.724 1.265
H -1.726 1.435 0.164
H 0.977 -1.711 -0.265
H 0.431 -0.611 -1.748
H -0.762 -1.684 -0.786
*
```

Mulliken population analysis, charges in e, atoms 1 to 8: -0.26, 0.34, -0.73, -0.21, -0.28, 0.31, 0.27, 0.29


Which structure is most stable? #y, by 0.0266 hartree over the runner-up.


#w
ORCA calculation (ωB97M-V with the def2-TZVPD basis set) on 11 unconnected molecules or ions with the total composition H21O11.

Calculated values
- Orbital gap: 9.66 eV

ORCA input file:
```
! wB97M-V def2-TZVPD RIJCOSX def2/J DEFGRID3
* xyz -1 1
O 0.141 0.638 -0.452
H 0.107 -0.183 0.134
O -0.907 -0.837 3.498
H -0.351 -0.240 3.045
H -1.646 -0.985 2.872
O -2.560 0.828 -0.875
H -2.621 0.737 -1.843
H -1.641 0.671 -0.718
O -0.981 -3.212 -0.783
H -0.671 -2.434 -1.372
H -1.632 -3.645 -1.315
O 2.419 -1.383 2.237
H 3.414 -1.635 1.884
H 2.226 -0.676 1.684
O -0.112 1.405 2.199
H 0.809 1.526 2.502
H -0.121 1.098 1.135
O 1.598 2.698 0.061
H 0.995 1.987 -0.431
H 2.514 2.183 0.002
O 2.667 0.219 -0.026
H 3.030 0.924 -0.580
H 1.673 0.459 -0.142
O -2.942 -1.388 1.042
H -3.022 -0.554 0.510
H -2.186 -1.717 0.448
O 0.124 2.024 -2.769
H -0.592 2.698 -2.640
H 0.151 1.643 -1.940
O 0.213 -1.236 -2.460
H -0.439 -1.048 -3.120
H 0.328 -0.575 -1.791
*
```

Mulliken population analysis, charges in e, atoms 1 to 8: -1.02, 0.19, -0.69, 0.38, 0.36, -0.69, 0.35, 0.24


#x
ORCA calculation (ωB97M-V with the def2-TZVPD basis set) on a molecular structure, H21O11.

Calculated values
- Orbital gap: 9.60 eV

ORCA input file:
```
! wB97M-V def2-TZVPD RIJCOSX def2/J DEFGRID3
* xyz -1 1
O 4.190 -1.090 -2.454
H 4.011 -0.297 -2.962
H 3.702 -1.839 -2.801
O 3.985 -0.326 0.254
H 3.234 -0.525 0.832
H 3.418 -0.236 -0.520
O -3.242 2.975 1.901
H -0.375 -2.856 -2.886
H -2.441 2.491 -1.701
O 1.413 -0.753 -0.392
H 0.490 -0.513 -0.578
H 1.478 -1.021 -1.309
O -2.020 0.049 -0.879
H -1.277 -0.225 -1.682
H -1.470 -0.008 2.905
O -3.344 2.311 -1.431
H -3.343 1.357 -1.237
H -1.570 -1.443 3.410
O -1.026 -0.657 3.492
H -2.418 3.481 1.915
O 0.092 -3.529 -3.413
H -2.821 2.172 1.525
H 0.539 -2.887 -3.976
O 1.863 0.909 4.293
H 1.027 0.461 4.128
H 2.564 0.292 4.087
O -0.378 -0.705 -2.440
H -2.077 -0.868 -0.581
H -0.101 -0.584 -3.346
O -1.522 0.944 1.367
H -1.787 0.820 0.326
H -0.606 0.674 1.214
*
```

Mulliken population analysis, charges in e, atoms 1 to 8: -0.63, 0.31, 0.30, -0.66, 0.32, 0.38, -0.67, 0.37


Which structure is most stable? #x, by 0.0240 hartree over the runner-up.


#w
ORCA calculation (ωB97M-V with the def2-TZVPD basis set) on a single C3H3N3S2 molecule.

Calculated values
- Orbital gap: 7.75 eV

ORCA input file:
```
! wB97M-V def2-TZVPD RIJCOSX def2/J DEFGRID3
* xyz 0 1
N -2.039 0.227 0.159
N -1.010 1.006 0.231
C 0.190 0.382 0.026
C 1.616 1.038 -0.148
N 2.669 0.278 -0.116
S 2.134 -1.368 0.272
C 0.429 -1.057 -0.106
S -0.633 -2.202 -0.071
H -1.933 -0.833 -0.360
H -3.018 0.430 0.358
H 1.595 2.100 -0.245
*
```

Mulliken population analysis, charges in e, atoms 1 to 8: -0.22, -0.38, 0.30, -0.10, -0.52, 0.03, 0.51, -0.47


#x
ORCA calculation (ωB97M-V with the def2-TZVPD basis set) on a single C3H3N3S2 molecule.

Calculated values
- Orbital gap: 8.25 eV

ORCA input file:
```
! wB97M-V def2-TZVPD RIJCOSX def2/J DEFGRID3
* xyz 0 1
S 3.211 -0.574 -0.084
C 1.620 -0.814 -0.139
N 0.629 0.165 -0.102
N 0.915 1.485 -0.096
N -0.193 2.133 -0.085
C -1.235 1.245 -0.099
C -0.740 -0.012 -0.104
S -1.551 -1.572 -0.170
H 1.176 -1.817 -0.208
H -2.276 1.579 -0.085
H -1.557 -1.819 1.171
*
```

Mulliken population analysis, charges in e, atoms 1 to 8: -0.21, -0.02, 0.57, -0.33, -0.47, -0.29, 0.21, -0.27


Which structure is most stable? #x, by 0.0460 hartree over the runner-up.


#w
ORCA calculation (ωB97M-V with the def2-TZVPD basis set) on 4 unconnected molecules or ions with the total composition C6H21NO5.

Calculated values
- Orbital gap: 9.83 eV

ORCA input file:
```
! wB97M-V def2-TZVPD RIJCOSX def2/J DEFGRID3
* xyz 0 1
C -7.306 2.592 8.057
O -8.397 2.041 8.794
C -8.319 1.948 10.236
C -9.652 1.361 10.655
N -10.731 2.381 10.569
C -11.949 1.918 11.249
C -12.965 3.061 11.353
O -13.777 3.215 10.180
C -13.029 3.775 9.109
H -7.242 3.693 8.190
H -7.589 2.377 7.021
H -6.316 2.112 8.252
H -8.200 2.980 10.589
H -7.465 1.330 10.567
H -9.554 1.020 11.679
H -9.952 0.524 10.003
H -10.874 2.602 9.586
H -11.716 1.678 12.324
H -12.438 1.033 10.851
H -12.546 4.052 11.502
H -13.642 2.805 12.199
H -12.245 4.471 9.473
H -13.650 4.289 8.393
H -12.579 2.922 8.530
O -10.368 -0.198 4.475
H -10.316 0.563 5.040
H -10.945 0.105 3.757
O -10.413 1.236 7.177
H -9.689 1.341 7.814
H -10.674 0.305 7.128
O -12.650 3.245 5.839
H -13.278 2.743 6.397
H -11.806 2.926 6.187
*
```

Mulliken population analysis, charges in e, atoms 1 to 8: -0.85, -0.37, -0.73, -0.66, -0.21, -0.55, -0.66, -0.44


#x
ORCA calculation (ωB97M-V with the def2-TZVPD basis set) on 6 unconnected molecules or ions with the total composition C6H21NO5.

Calculated values
- Orbital gap: 10.03 eV

ORCA input file:
```
! wB97M-V def2-TZVPD RIJCOSX def2/J DEFGRID3
* xyz 0 1
C 2.091 2.059 -1.773
N 1.360 1.035 -1.820
C -0.045 1.195 -1.758
C -0.826 0.186 -1.391
C -2.316 0.262 -1.289
C -2.851 -0.212 0.074
C -2.588 -1.690 0.341
H 1.726 3.081 -1.680
H 3.166 1.943 -1.823
H -0.439 2.181 -2.010
H -0.369 -0.758 -1.158
H -2.751 -0.383 -2.059
H -2.652 1.280 -1.481
H -3.922 -0.035 0.086
H -2.410 0.401 0.868
H -3.072 -2.013 1.265
H -2.973 -2.302 -0.482
H -1.530 -1.902 0.464
O -0.624 1.673 1.391
H 0.321 1.586 1.654
H -0.609 1.586 0.431
O -0.567 -0.865 2.848
H -0.013 -1.337 2.193
H -0.865 -0.058 2.358
O 2.133 -1.738 -1.630
H 2.049 -0.781 -1.843
H 1.602 -2.195 -2.290
O 1.542 -1.773 1.011
H 2.086 -2.504 1.335
H 1.673 -1.752 0.040
O 1.893 0.793 2.192
H 1.553 0.522 3.048
H 1.901 -0.030 1.670
*
```

Mulliken population analysis, charges in e, atoms 1 to 8: -0.39, -0.26, -0.42, -0.12, -0.75, -0.16, -1.10, 0.27


Which structure is most stable? #x, by 0.0550 hartree over the runner-up.